[1]
112
Properties=species:S:1:pos:R:3 method="wB97M-V/def2-TZVPD" charge=+3 de_lowest_kj_mol=0.0 spin_multiplicity=2 energy_ev=-140265.213 gap_ev="6.77 / 7.17"
Ti 0.137 -0.421 0.344
C -1.057 -5.329 2.289
N -0.957 -3.862 2.505
C -1.519 -3.347 3.754
C -0.260 -3.087 1.642
N 0.240 -1.882 1.864
C 0.910 -1.475 3.072
C 0.650 -0.004 3.349
N 0.517 0.810 2.092
C -0.697 1.702 2.190
C -2.002 0.890 2.105
N -1.923 -0.088 0.955
C -3.117 -0.584 0.553
N -3.301 -1.089 -0.687
C -2.460 -0.688 -1.778
C -4.269 -2.183 -0.951
N -4.163 -0.671 1.400
C -5.493 -0.441 0.872
C -4.121 -1.098 2.786
C 1.749 1.552 1.776
C 2.818 0.558 1.344
N 2.271 -0.247 0.222
C 3.264 -0.786 -0.483
N 3.008 -1.150 -1.755
C 1.883 -0.576 -2.513
C 3.710 -2.262 -2.390
N 4.523 -1.041 0.012
C 4.844 -1.562 1.352
C 5.753 -0.849 -0.775
N -0.168 -3.499 0.298
C -1.122 -4.350 -0.392
C 1.230 -3.776 -0.056
H -1.072 -5.858 3.261
H -0.191 -5.675 1.742
H -1.951 -5.643 1.752
H -2.548 -3.701 3.919
H -1.434 -2.300 3.726
H -0.962 -3.726 4.659
H 1.975 -1.641 2.944
H 0.589 -2.052 3.939
H 1.376 0.448 3.992
H -0.266 0.112 3.889
H -0.602 2.361 1.327
H -0.669 2.305 3.110
H -2.854 1.590 2.107
H -2.056 0.350 3.064
H -2.482 0.395 -1.746
H -2.782 -1.075 -2.713
H -1.420 -0.949 -1.655
H -5.165 -1.829 -1.474
H -4.514 -2.639 0.006
H -3.744 -2.891 -1.612
H -6.013 0.191 1.580
H -6.096 -1.408 0.758
H -5.373 0.044 -0.076
H -3.098 -1.414 3.079
H -4.771 -1.941 2.925
H -4.408 -0.282 3.460
H 2.008 2.092 2.689
H 1.577 2.263 1.000
H 3.206 -0.003 2.199
H 3.675 1.089 0.969
H 1.839 0.481 -2.325
H 0.940 -1.133 -2.314
H 2.096 -0.738 -3.578
H 4.512 -1.910 -3.066
H 3.043 -2.832 -3.019
H 4.151 -2.953 -1.664
H 3.958 -1.840 1.920
H 5.326 -0.780 1.921
H 5.486 -2.398 1.255
H 5.648 0.009 -1.385
H 6.108 -1.699 -1.353
H 6.556 -0.648 -0.022
H -0.902 -5.415 -0.211
H -1.011 -4.148 -1.466
H -2.111 -4.219 -0.083
H 1.583 -4.713 0.381
H 1.833 -2.953 0.237
H 1.303 -3.940 -1.108
C -0.088 2.369 -6.190
C 0.183 3.456 -5.427
C 0.219 3.374 -4.027
C -0.051 2.174 -3.407
C -0.316 1.043 -4.192
C -0.354 1.144 -5.581
As -0.085 1.950 -1.483
C -1.360 3.233 -0.774
C -2.749 3.144 -0.769
C -3.548 4.029 -0.032
C -2.873 5.081 0.629
C -1.506 5.199 0.540
C -0.744 4.315 -0.192
C 0.731 4.338 -0.357
C 1.544 5.374 0.031
C 2.909 5.329 -0.163
C 3.466 4.203 -0.796
C 2.633 3.163 -1.240
C 1.282 3.229 -0.981
H -0.113 2.453 -7.261
H 0.433 4.399 -5.910
H 0.433 4.242 -3.403
H -0.462 0.077 -3.722
H -0.600 0.305 -6.195
H -3.246 2.339 -1.299
H -4.637 3.876 0.006
H -3.455 5.762 1.225
H -1.052 6.042 1.042
H 1.071 6.263 0.441
H 3.561 6.129 0.174
H 4.525 4.103 -0.906
H 3.079 2.310 -1.716

***

[2]
119
Properties=species:S:1:pos:R:3 method="wB97M-V/def2-TZVPD" charge=-1 spin_multiplicity=7 energy_ev=-132628.907 gap_ev="4.23 / 4.55"
Eu 1.055 -2.251 -0.103
C -3.664 2.906 -3.150
C -2.846 2.800 -1.908
C -3.370 3.254 -0.747
C -2.617 3.061 0.418
N -1.525 2.340 0.380
N -1.030 1.842 -0.802
B 0.341 0.870 -0.712
N 1.579 1.837 -0.809
N 1.218 3.112 -1.072
C 2.148 3.993 -1.369
C 3.492 3.641 -1.266
C 3.858 2.405 -0.821
C 5.280 2.014 -0.573
C 2.862 1.391 -0.606
S 3.356 -0.087 0.115
C 1.765 5.428 -1.502
C 0.326 5.515 -2.165
C 2.745 6.122 -2.538
C 1.853 6.145 -0.194
N 0.160 0.287 0.793
N 0.879 1.112 1.657
C 0.966 0.975 2.918
C -0.003 0.100 3.505
C -0.799 -0.688 2.792
C -1.625 -1.703 3.417
C -0.801 -0.548 1.338
S -1.593 -1.658 0.238
C 1.886 1.829 3.682
C 2.841 0.847 4.354
C 2.577 2.896 2.933
C 1.090 2.559 4.790
C -1.532 2.289 -1.975
S 0.399 -0.302 -2.090
C -2.995 3.771 1.699
C -4.530 3.973 1.685
C -2.171 5.094 1.644
C -2.561 3.079 3.009
H -4.699 3.225 -3.040
H -3.605 2.026 -3.723
H -3.176 3.602 -3.859
H -4.410 3.558 -0.835
H 4.176 4.443 -1.487
H 5.461 1.068 -0.977
H 5.556 1.993 0.520
H 5.985 2.705 -0.962
H 0.029 6.550 -2.320
H -0.413 4.948 -1.711
H 0.576 5.242 -3.237
H 3.211 5.400 -3.100
H 3.519 6.603 -1.896
H 2.193 6.985 -2.994
H 1.008 5.899 0.398
H 1.751 7.197 -0.356
H 2.775 5.984 0.403
H -0.005 -0.130 4.662
H -1.203 -1.759 4.392
H -1.246 -2.587 2.834
H -2.786 -1.675 3.215
H 3.730 0.595 3.722
H 2.357 -0.004 4.847
H 3.319 1.389 5.158
H 3.252 2.454 2.233
H 3.144 3.610 3.468
H 1.883 3.476 2.330
H 0.366 3.228 4.297
H 1.874 2.860 5.422
H 0.505 1.784 5.282
H -4.920 4.321 2.630
H -4.882 3.024 1.357
H -4.736 4.783 0.964
H -2.249 5.529 0.594
H -1.135 4.898 1.872
H -2.385 5.812 2.537
H -2.748 3.724 3.947
H -1.508 2.715 3.035
H -3.300 2.277 3.201
O 1.510 -4.972 -5.098
C 2.397 -4.012 -5.303
O 2.904 -3.779 -6.383
C 2.775 -3.399 -4.012
C 3.700 -2.419 -3.843
N 3.742 -2.154 -2.580
N 2.941 -2.922 -1.867
C 2.282 -3.673 -2.750
C 1.435 -4.750 -2.156
O 1.324 -5.844 -2.691
O 0.866 -4.438 -1.054
H 1.467 -5.272 -4.142
H 4.138 -1.986 -4.742
H 4.288 -1.444 -2.110
C -0.242 -6.567 2.514
P -1.768 -7.308 1.675
C -1.292 -9.074 1.775
C -1.244 -7.091 -0.095
C -1.860 -5.846 -0.752
P -2.920 -6.234 -2.266
C -3.583 -4.590 -2.704
C -4.341 -6.927 -1.401
H 0.672 -7.001 2.068
H -0.233 -6.663 3.624
H -0.161 -5.473 2.332
H -2.081 -9.745 1.912
H -0.696 -9.241 2.687
H -0.638 -9.305 0.901
H -1.681 -7.965 -0.581
H -0.109 -7.151 -0.227
H -1.200 -5.071 -1.183
H -2.533 -5.296 -0.122
H -4.056 -3.910 -2.058
H -4.475 -4.853 -3.451
H -3.011 -3.745 -3.238
H -4.889 -6.185 -0.843
H -3.834 -7.647 -0.831
H -5.035 -7.516 -2.073
H 1.416 -2.702 1.714
C -0.864 2.170 -3.135
H 0.158 1.789 -3.196
H -1.548 2.209 -4.106